Entry from the OMol25 dataset: a cluster of 2 separate species, C4H6N2O in total in a non-equilibrium geometry (ωB97M-V/def2-TZVPD).

DFT total energy: -9270.383 eV

Geometry (Å):
O -0.60 -2.94 -0.31
C -0.60 -2.14 0.51
N -1.27 0.14 -1.15
C -0.65 0.99 -0.15
C 0.72 0.48 0.10
C 1.75 0.16 1.06
N 1.43 -0.49 -0.28
H -2.27 0.32 -1.23
H -1.17 0.86 0.81
H -0.65 2.07 -0.37
H -0.84 0.26 -2.05
H 2.69 0.69 1.12
H 1.46 -0.41 1.95